Entry from OMol25: a structure of composition C41H49F3N4O3Pd (ωB97M-V/def2-TZVPD).

* energy above the lowest of the compared OMol25 structures with the same formula, charge and spin: 14.83 kcal/mol
* lowest unoccupied orbital energy: -0.0064 Ha
* multiplicity: 1

Last column: Löwdin charge in e.
Element x y z (Å)
Pd (0.100, -0.477, -0.254)  1.0611
C (1.766, 2.940, 3.039)  -0.0653
C (2.394, 1.718, 2.370)  -0.3821
C (3.416, 1.066, 3.307)  -0.0387
C (3.040, 2.025, 1.034)  -0.1601
C (3.821, 3.166, 0.882)  -0.0316
C (4.510, 3.407, -0.293)  -0.0688
C (4.426, 2.498, -1.334)  -0.0389
C (3.636, 1.358, -1.233)  -0.1421
C (3.616, 0.376, -2.388)  -0.3740
C (4.887, -0.481, -2.386)  -0.0481
C (3.463, 1.068, -3.745)  -0.0701
C (2.929, 1.132, -0.040)  -0.1780
N (2.131, -0.056, 0.073)  -0.0015
C (2.840, -1.132, 0.469)  -0.4864
O (4.019, -1.188, 0.810)  0.0410
C (2.033, -2.408, 0.420)  -0.1569
C (2.502, -3.662, 0.767)  0.0229
C (1.637, -4.745, 0.663)  -0.0219
C (0.334, -4.555, 0.222)  0.0243
C (-0.071, -3.274, -0.105)  -0.1505
N (0.783, -2.256, -0.010)  0.0074
C (-1.450, -2.890, -0.591)  -0.4931
O (-2.286, -3.766, -0.794)  0.0519
N (-1.567, -1.561, -0.781)  -0.0111
C (-2.797, -1.141, -1.383)  -0.1857
C (-3.786, -0.524, -0.612)  -0.1366
C (-4.934, -0.058, -1.245)  -0.0300
C (-5.105, -0.209, -2.610)  -0.0668
C (-4.125, -0.836, -3.360)  -0.0363
C (-2.959, -1.309, -2.767)  -0.1511
C (-1.915, -1.983, -3.639)  -0.3704
C (-1.463, -1.087, -4.793)  -0.0582
C (-2.435, -3.322, -4.167)  -0.0533
C (-3.625, -0.431, 0.887)  -0.3766
C (-4.091, -1.730, 1.552)  -0.0342
C (-4.331, 0.770, 1.509)  -0.0713
H (1.176, 2.633, 3.905)  0.0722
H (1.111, 3.494, 2.363)  0.0713
H (2.527, 3.633, 3.401)  0.0755
H (1.609, 0.984, 2.183)  0.0864
H (4.224, 1.766, 3.530)  0.0851
H (3.854, 0.179, 2.853)  0.0677
H (2.943, 0.785, 4.252)  0.0782
H (3.910, 3.863, 1.706)  0.1090
H (5.123, 4.293, -0.393)  0.1025
H (4.981, 2.680, -2.245)  0.1087
H (2.761, -0.289, -2.243)  0.1167
H (5.768, 0.155, -2.504)  0.0837
H (4.869, -1.188, -3.217)  0.0797
H (4.992, -1.033, -1.453)  0.0667
H (4.371, 1.606, -4.020)  0.0728
H (2.639, 1.782, -3.757)  0.0639
H (3.281, 0.326, -4.525)  0.0814
H (3.525, -3.744, 1.104)  0.1246
H (1.979, -5.736, 0.929)  0.1139
H (-0.387, -5.354, 0.122)  0.1249
H (-5.707, 0.423, -0.662)  0.1049
H (-6.004, 0.157, -3.088)  0.1016
H (-4.265, -0.960, -4.426)  0.1088
H (-1.039, -2.181, -3.018)  0.1195
H (-2.289, -0.855, -5.467)  0.0740
H (-0.692, -1.587, -5.380)  0.0794
H (-1.049, -0.140, -4.437)  0.0669
H (-3.312, -3.171, -4.801)  0.0781
H (-2.714, -3.981, -3.346)  0.0726
H (-1.669, -3.816, -4.769)  0.0788
H (-2.555, -0.338, 1.078)  0.0807
H (-5.166, -1.861, 1.409)  0.0875
H (-3.893, -1.702, 2.627)  0.0766
H (-3.594, -2.601, 1.125)  0.0680
H (-5.415, 0.646, 1.503)  0.0763
H (-4.094, 1.698, 0.984)  0.0835
H (-4.032, 0.881, 2.553)  0.0636
F (-1.576, -0.793, 7.257)  0.1449
C (-1.789, 0.288, 6.494)  -0.5848
F (-1.149, 1.322, 7.070)  0.1481
F (-3.105, 0.565, 6.540)  0.1479
C (-1.325, 0.088, 5.076)  -0.1047
C (-0.675, -1.068, 4.686)  0.0248
C (-0.271, -1.169, 3.361)  -0.1017
N (-0.479, -0.220, 2.457)  0.0565
C (-1.109, 0.887, 2.848)  -0.1388
C (-1.549, 1.091, 4.144)  0.0120
H (-0.486, -1.871, 5.384)  0.1222
H (0.249, -2.057, 3.013)  0.1115
H (-1.280, 1.636, 2.084)  0.1029
H (-2.056, 2.007, 4.415)  0.1325
C (0.525, 3.205, -1.362)  -0.1213
C (0.120, 2.196, -2.440)  -0.1550
C (-1.178, 1.674, -1.876)  -0.1610
O (-0.858, 1.448, -0.471)  -0.2661
C (-0.054, 2.602, -0.081)  -0.1618
H (0.042, 4.160, -1.570)  0.1172
H (1.600, 3.371, -1.284)  0.1044
H (0.840, 1.376, -2.515)  0.0907
H (0.004, 2.651, -3.423)  0.1242
H (-1.557, 0.747, -2.289)  0.0911
H (-1.965, 2.435, -1.915)  0.1419
H (0.693, 2.239, 0.615)  0.0709
H (-0.719, 3.302, 0.435)  0.1270

***

Entry from OMol25: a structure of composition C41H49MgO4PS3Sb at a distorted geometry (ωB97M-V/def2-TZVPD).

* energy above the lowest of the compared OMol25 structures with the same formula, charge and spin: 0.00 kcal/mol
* lowest unoccupied orbital energy: 0.0884 Ha
* multiplicity: 1
* total charge: -1

Last column: Löwdin charge in e.
Element x y z (Å)
Mg (2.503, 0.221, -0.114)  0.1795
C (3.255, 2.054, 1.440)  -0.2984
C (4.340, 1.420, 0.792)  -0.2964
C (4.256, 1.717, -0.591)  -0.2909
C (3.091, 2.512, -0.791)  -0.2858
C (2.508, 2.733, 0.477)  -0.2820
C (1.411, 3.722, 0.766)  -0.0462
C (2.720, 3.290, -2.032)  -0.0372
C (5.195, 1.244, -1.682)  -0.0580
C (5.300, 0.487, 1.471)  -0.0507
C (3.030, 2.204, 2.916)  -0.0393
H (1.800, 4.749, 0.739)  0.0841
H (0.951, 3.585, 1.749)  0.0646
H (0.618, 3.672, 0.023)  0.0121
H (3.212, 4.265, -2.093)  0.0759
H (1.643, 3.515, -2.010)  0.0629
H (2.929, 2.740, -2.945)  0.0652
H (6.024, 1.951, -1.852)  0.0797
H (4.642, 1.158, -2.614)  0.0665
H (5.599, 0.263, -1.504)  0.0387
H (6.269, 0.954, 1.664)  0.0782
H (5.524, -0.392, 0.869)  0.0437
H (4.875, 0.140, 2.406)  0.0529
H (1.956, 2.135, 3.114)  0.0619
H (3.414, 3.153, 3.342)  0.0893
H (3.444, 1.376, 3.465)  0.0548
O (-4.493, -4.820, -1.753)  0.0884
C (-4.314, -3.890, -0.784)  -0.4908
O (-5.169, -3.766, 0.051)  0.0999
C (-3.044, -3.099, -0.872)  -0.1899
C (-2.400, -2.844, -2.078)  -0.0413
C (-1.314, -1.948, -2.132)  -0.1034
C (-0.850, -1.308, -0.973)  -0.6445
S (0.276, 0.035, -1.151)  0.5333
C (-1.484, -1.617, 0.246)  -0.1003
C (-2.570, -2.504, 0.280)  -0.0305
H (-3.706, -4.950, -2.306)  0.0973
H (-2.782, -3.251, -3.027)  0.1152
H (-0.856, -1.703, -3.090)  0.1032
H (-1.155, -1.106, 1.158)  0.0938
H (-3.067, -2.696, 1.221)  0.1218
C (0.261, -4.203, 1.789)  -0.0750
C (0.528, -4.494, 0.309)  -0.4304
C (1.072, -5.889, 0.045)  -0.0494
O (1.366, -3.527, -0.353)  -0.3081
P (2.654, -2.801, 0.171)  -0.0722
S (3.453, -1.874, -1.372)  0.3595
S (2.155, -1.546, 1.651)  0.3666
O (3.492, -4.037, 0.812)  -0.2947
C (4.831, -4.085, 1.339)  -0.4611
C (4.989, -3.501, 2.723)  -0.0649
C (5.848, -3.473, 0.412)  -0.0919
H (-0.326, -5.048, 2.175)  0.0888
H (-0.221, -3.235, 1.908)  0.0395
H (1.204, -4.141, 2.342)  0.0511
H (-0.419, -4.390, -0.238)  0.1275
H (1.949, -6.073, 0.654)  0.0680
H (1.318, -5.999, -1.007)  0.0824
H (0.305, -6.640, 0.308)  0.0862
H (5.011, -5.180, 1.403)  0.1451
H (4.863, -2.436, 2.678)  0.0412
H (6.000, -3.708, 3.099)  0.0866
H (4.303, -3.928, 3.442)  0.0787
H (5.696, -2.401, 0.320)  0.0264
H (5.789, -3.900, -0.602)  0.0825
H (6.872, -3.614, 0.808)  0.0912
C (-5.258, 6.407, -1.091)  -0.1150
C (-4.040, 6.488, -0.409)  -0.0952
C (-3.171, 5.389, -0.402)  -0.1508
C (-3.509, 4.203, -1.045)  -0.4151
C (-4.724, 4.149, -1.745)  -0.1191
C (-5.600, 5.246, -1.771)  -0.0990
Sb (-2.025, 2.637, -1.118)  1.4716
C (-3.282, 1.174, -2.054)  -0.4061
C (-3.134, 1.044, -3.447)  -0.1487
C (-3.946, 0.174, -4.157)  -0.1089
C (-4.951, -0.524, -3.502)  -0.1033
C (-5.085, -0.414, -2.113)  -0.0882
C (-4.225, 0.412, -1.387)  -0.1191
C (-2.348, 2.155, 0.964)  -0.3581
C (-3.570, 2.381, 1.610)  -0.1390
C (-3.775, 2.063, 2.944)  -0.0922
C (-2.694, 1.589, 3.705)  -0.0930
C (-1.472, 1.342, 3.085)  -0.0832
C (-1.324, 1.583, 1.717)  -0.1615
H (-5.939, 7.247, -1.067)  0.0899
H (-3.798, 7.379, 0.147)  0.0903
H (-2.194, 5.473, 0.086)  0.0953
H (-5.030, 3.245, -2.238)  0.0798
H (-6.528, 5.180, -2.355)  0.1008
H (-2.360, 1.632, -3.937)  0.0888
H (-3.788, 0.084, -5.232)  0.0987
H (-5.597, -1.273, -4.013)  0.1085
H (-5.885, -0.954, -1.590)  0.1092
H (-4.315, 0.398, -0.307)  0.0973
H (-4.394, 2.820, 1.039)  0.0959
H (-4.736, 2.228, 3.403)  0.0917
H (-2.821, 1.477, 4.773)  0.0917
H (-0.648, 0.953, 3.665)  0.0979
H (-0.407, 1.330, 1.232)  0.0370

***

Entry from OMol25: a cluster of 7 separate species, C41H51B2NO5 in total at a distorted geometry (ωB97M-V/def2-TZVPD).

* SMILES string: COC[C@@H](OCB(O)OC)B(N)O.c1ccccc1.c1ccccc1.c1ccccc1.c1ccccc1.c1ccccc1.c1ccccc1
* lowest unoccupied orbital energy: 0.0014 Ha
* multiplicity: 1

Last column: Löwdin charge in e.
Element x y z (Å)
C (0.697, 1.356, 1.986)  -0.0841
O (-0.585, 0.758, 1.933)  -0.2153
C (-0.901, 0.155, 0.688)  -0.1500
C (-1.353, 1.197, -0.339)  -0.2245
O (-1.543, 0.578, -1.607)  -0.1285
C (-0.360, 0.416, -2.387)  -0.0714
B (0.023, 1.714, -3.214)  -0.5682
O (-0.341, 2.994, -2.803)  0.1461
O (0.725, 1.519, -4.365)  0.0267
C (0.714, 2.480, -5.418)  -0.0545
B (-2.678, 2.006, 0.051)  -0.5625
N (-3.684, 2.319, -0.918)  0.1924
O (-2.870, 2.424, 1.348)  0.1445
H (0.704, 2.367, 1.567)  0.0717
H (0.983, 1.419, 3.035)  0.0933
H (1.435, 0.748, 1.453)  0.0936
H (-1.701, -0.564, 0.864)  0.1428
H (-0.025, -0.397, 0.326)  0.1197
H (-0.546, 1.947, -0.416)  0.1356
H (0.481, 0.086, -1.758)  0.1183
H (-0.546, -0.411, -3.075)  0.1253
H (0.359, 3.477, -2.349)  0.1130
H (0.554, 3.493, -5.052)  0.0871
H (-0.048, 2.223, -6.154)  0.0947
H (1.677, 2.450, -5.923)  0.0804
H (-3.736, 3.282, -1.218)  0.0839
H (-3.626, 1.734, -1.742)  0.0704
H (-2.025, 2.606, 1.778)  0.0710
C (-0.765, 3.140, -10.746)  -0.0953
C (0.441, 3.812, -10.897)  -0.0954
C (0.918, 4.621, -9.876)  -0.0965
C (0.188, 4.759, -8.704)  -0.1022
C (-1.018, 4.089, -8.554)  -0.1085
C (-1.495, 3.279, -9.574)  -0.0960
H (-1.135, 2.507, -11.542)  0.1005
H (1.009, 3.703, -11.812)  0.1005
H (1.859, 5.143, -9.994)  0.0999
H (0.561, 5.389, -7.905)  0.0992
H (-1.588, 4.200, -7.639)  0.0998
H (-2.436, 2.756, -9.457)  0.1005
C (2.838, -0.239, -6.404)  -0.0869
C (2.490, -1.438, -7.010)  -0.0886
C (3.365, -2.052, -7.896)  -0.0978
C (4.590, -1.465, -8.179)  -0.0996
C (4.940, -0.264, -7.577)  -0.0990
C (4.064, 0.347, -6.691)  -0.0946
H (2.156, 0.239, -5.715)  0.0750
H (1.533, -1.895, -6.791)  0.1014
H (3.091, -2.987, -8.367)  0.0995
H (5.273, -1.944, -8.869)  0.0992
H (5.895, 0.195, -7.799)  0.0989
H (4.339, 1.283, -6.220)  0.0990
C (-3.998, -0.618, 5.850)  -0.0960
C (-3.213, -0.062, 4.848)  -0.0835
C (-1.849, -0.319, 4.809)  -0.0780
C (-1.274, -1.133, 5.776)  -0.0972
C (-2.056, -1.688, 6.779)  -0.1034
C (-3.420, -1.431, 6.816)  -0.0987
H (-5.061, -0.419, 5.877)  0.0995
H (-3.661, 0.574, 4.094)  0.1018
H (-1.250, 0.113, 4.018)  0.0805
H (-0.210, -1.336, 5.745)  0.0852
H (-1.603, -2.320, 7.534)  0.0973
H (-4.032, -1.864, 7.597)  0.0989
C (1.158, -3.983, 6.085)  -0.1028
C (1.944, -3.442, 5.077)  -0.0917
C (3.302, -3.723, 5.029)  -0.0943
C (3.875, -4.542, 5.991)  -0.0957
C (3.091, -5.080, 7.002)  -0.0927
C (1.732, -4.800, 7.048)  -0.1054
H (0.097, -3.767, 6.117)  0.0776
H (1.495, -2.802, 4.327)  0.0985
H (3.915, -3.303, 4.241)  0.0998
H (4.935, -4.763, 5.953)  0.1000
H (3.538, -5.718, 7.754)  0.1009
H (1.119, -5.219, 7.836)  0.1023
C (-3.446, -8.099, 4.999)  -0.0995
C (-2.556, -8.954, 5.634)  -0.1002
C (-1.330, -8.476, 6.077)  -0.0954
C (-0.993, -7.144, 5.884)  -0.0889
C (-1.882, -6.290, 5.244)  -0.0904
C (-3.108, -6.767, 4.804)  -0.0946
H (-4.403, -8.471, 4.656)  0.0989
H (-2.818, -9.994, 5.784)  0.0987
H (-0.637, -9.143, 6.573)  0.0995
H (-0.039, -6.769, 6.230)  0.0793
H (-1.619, -5.251, 5.087)  0.0908
H (-3.801, -6.099, 4.307)  0.1008
C (-0.036, 5.213, 1.467)  -0.1062
C (1.137, 5.945, 1.340)  -0.0959
C (1.607, 6.686, 2.415)  -0.0947
C (0.901, 6.702, 3.611)  -0.0921
C (-0.275, 5.976, 3.736)  -0.0854
C (-0.737, 5.226, 2.664)  -0.0896
H (-0.415, 4.641, 0.627)  0.0947
H (1.683, 5.943, 0.405)  0.0981
H (2.521, 7.258, 2.320)  0.1008
H (1.268, 7.286, 4.446)  0.1016
H (-0.829, 5.993, 4.665)  0.1039
H (-1.667, 4.676, 2.747)  0.0980

***

Number 1: DFT total energy -67050.663 eV, HOMO-LUMO gap 8.099 eV. Number 2: DFT total energy -105287.159 eV, HOMO-LUMO gap 7.164 eV. Number 3: DFT total energy -56427.609 eV, HOMO-LUMO gap 9.175 eV.